116
Properties=species:S:1:pos:R:3 method="wB97M-V/def2-TZVPD" e_tot_ev=-350013.5618 e_lumo_ev=0.25 homo_ha=-0.2846 orbital_gap_ha=0.2937 de_lowest_kcal_mol=3.95
Cd -0.365 -0.647 -0.657
C -2.410 -2.059 2.119
N -2.927 -0.753 2.496
C -3.283 0.218 1.498
P -1.806 1.082 0.756
C -1.019 1.831 2.205
C -0.207 0.999 2.971
C 0.330 1.449 4.168
C 0.077 2.746 4.588
C -0.717 3.587 3.817
C -1.274 3.131 2.633
C -2.497 2.465 -0.191
C -3.848 2.539 -0.522
C -4.316 3.578 -1.316
C -3.440 4.543 -1.787
C -2.089 4.468 -1.469
C -1.618 3.433 -0.680
C -2.895 -0.421 3.858
C -3.343 0.818 4.338
C -3.293 1.116 5.688
C -2.800 0.204 6.608
C -2.353 -1.021 6.143
C -2.397 -1.337 4.794
P -2.378 -2.449 0.310
C -1.713 -4.146 0.337
C -1.970 -4.943 -0.780
C -1.444 -6.220 -0.870
C -0.645 -6.715 0.153
C -0.377 -5.927 1.260
C -0.906 -4.646 1.354
C -4.144 -2.747 -0.065
C -4.781 -1.963 -1.021
C -6.127 -2.149 -1.307
C -6.844 -3.129 -0.638
C -6.214 -3.925 0.311
C -4.871 -3.738 0.593
H -2.990 -2.854 2.604
H -1.375 -2.160 2.461
H -3.945 0.977 1.908
H -3.835 -0.262 0.688
H 0.007 -0.012 2.647
H 0.944 0.781 4.756
H 0.499 3.105 5.518
H -0.910 4.601 4.144
H -1.904 3.789 2.048
H -4.548 1.791 -0.173
H -5.366 3.627 -1.569
H -3.806 5.351 -2.405
H -1.399 5.212 -1.844
H -0.559 3.368 -0.452
H -3.709 1.580 3.668
H -3.640 2.088 6.018
H -2.757 0.446 7.661
H -1.952 -1.751 6.833
H -2.012 -2.295 4.482
H -2.588 -4.562 -1.585
H -1.652 -6.825 -1.742
H -0.230 -7.712 0.082
H 0.255 -6.296 2.056
H -0.654 -4.052 2.222
H -4.217 -1.213 -1.564
H -6.609 -1.537 -2.058
H -7.892 -3.280 -0.860
H -6.769 -4.697 0.828
H -4.382 -4.374 1.322
Br -2.532 0.542 -3.058
C -2.330 -0.871 -4.360
Br -3.167 -2.516 -3.835
H -1.269 -1.061 -4.458
H -2.800 -0.531 -5.273
Se 1.731 -2.477 3.504
C 1.175 -2.037 1.874
N 0.723 -1.763 0.834
O 1.101 0.574 -1.895
C 1.033 -0.268 -2.829
O 0.267 -1.272 -2.755
C 1.855 -0.048 -4.070
C 2.844 1.111 -3.980
Ge 3.928 1.231 -2.337
C 4.066 -0.519 -1.494
C 4.281 -1.630 -2.311
C 4.426 -2.899 -1.772
C 4.370 -3.076 -0.397
C 4.180 -1.981 0.432
C 4.029 -0.714 -0.114
C 5.751 1.751 -2.852
C 6.283 1.494 -4.113
C 7.600 1.816 -4.419
C 8.411 2.401 -3.459
C 7.900 2.662 -2.195
C 6.585 2.339 -1.898
C 3.287 2.677 -1.191
C 2.472 2.511 -0.071
C 1.997 3.609 0.633
C 2.310 4.896 0.216
C 3.114 5.080 -0.898
C 3.603 3.978 -1.587
H 1.139 0.137 -4.879
H 2.336 -0.998 -4.308
H 2.309 2.061 -4.034
H 3.508 1.075 -4.845
H 4.347 -1.507 -3.388
H 4.585 -3.749 -2.423
H 4.478 -4.065 0.028
H 4.137 -2.112 1.506
H 3.887 0.127 0.553
H 5.671 1.033 -4.880
H 7.992 1.608 -5.407
H 9.437 2.653 -3.694
H 8.529 3.117 -1.440
H 6.200 2.555 -0.907
H 2.191 1.518 0.255
H 1.380 3.460 1.510
H 1.934 5.751 0.764
H 3.369 6.080 -1.226
H 4.248 4.138 -2.445